# C27H32Cl54N2O3P

A cluster of 19 separate species, C27H32Cl54N2O3P in total in a non-equilibrium geometry (the ωB97M-V functional and the def2-TZVPD basis, the OMol25 dataset).

Last column: Mulliken charge in e.
CARTESIAN COORDINATES (ANGSTROEM)
C 0.84 0.48 -4.37  -0.8516
C 0.55 0.79 -2.93  0.5233
O 0.30 1.89 -2.57  -0.4088
O 0.56 -0.35 -2.10  -0.1880
C 1.23 -0.23 -0.92  0.7603
O 0.78 0.41 -0.01  -0.3878
C 2.54 -0.97 -0.75  -0.5801
N 3.68 -0.17 -1.15  0.3236
C 4.29 -0.21 -2.39  -0.5314
C 5.25 0.62 -2.39  -0.7303
N 5.28 1.20 -1.15  0.1934
C 4.32 0.70 -0.45  -0.0563
P 3.81 1.09 1.29  0.4218
C 3.62 2.93 1.29  -1.1314
C 5.22 0.79 2.43  -1.1589
H 1.88 0.75 -4.57  0.2014
H 0.70 -0.56 -4.60  0.3783
H 0.18 1.10 -4.96  0.2286
H 2.53 -1.87 -1.37  -0.1160
H 2.68 -1.32 0.25  0.5780
H 3.98 -0.81 -3.21  0.5581
H 5.93 0.85 -3.20  0.5666
H 5.92 1.91 -0.86  0.2363
H 3.14 3.24 2.20  0.3082
H 3.10 3.25 0.39  0.3668
H 4.62 3.36 1.23  0.4185
H 4.81 0.82 3.42  0.4873
H 5.94 1.61 2.39  0.3216
H 5.74 -0.15 2.26  0.2482
C 9.37 0.77 3.27  -0.0570
Cl 8.13 0.93 4.51  -0.0939
Cl 9.55 -0.92 2.78  -0.1182
Cl 8.99 1.78 1.87  -0.1186
H 10.31 1.11 3.68  0.3871
C -1.01 1.88 2.44  0.4307
Cl -2.68 2.44 2.28  -0.0778
Cl 0.00 3.15 3.15  0.0068
Cl -0.94 0.41 3.40  -0.1484
H -0.63 1.66 1.45  -0.1083
C -4.78 1.82 -0.72  0.3593
Cl -3.32 1.12 -1.42  -0.0552
Cl -5.42 3.09 -1.78  -0.1362
Cl -5.99 0.58 -0.43  -0.0471
H -4.52 2.27 0.23  -0.1185
C -9.20 3.10 -2.91  0.3293
Cl -10.51 3.46 -1.78  -0.1285
Cl -8.96 1.36 -3.06  -0.0979
Cl -9.53 3.83 -4.49  -0.1290
H -8.29 3.53 -2.53  0.0174
C 0.35 6.63 5.16  -0.2690
Cl 0.70 7.07 6.83  -0.0673
Cl 1.75 5.86 4.41  -0.0870
Cl -1.08 5.58 5.04  -0.0325
H 0.13 7.55 4.62  0.3794
C -0.62 4.78 -5.00  -0.1791
Cl 0.86 4.07 -5.68  -0.0628
Cl -1.23 6.05 -6.06  -0.0953
Cl -1.84 3.53 -4.75  -0.0680
H -0.37 5.22 -4.05  0.3954
C 1.96 -5.22 -2.87  -0.0111
Cl 2.47 -6.56 -1.87  -0.0760
Cl 1.56 -3.82 -1.85  -0.0684
Cl 3.21 -4.78 -4.04  -0.1353
H 1.07 -5.51 -3.41  0.3195
C 0.26 3.01 8.77  -0.0644
Cl 0.01 3.73 7.18  0.0345
Cl 1.06 1.44 8.62  -0.1237
Cl 1.20 4.09 9.80  -0.1264
H -0.70 2.85 9.23  0.2990
C -4.29 3.68 5.56  0.8819
Cl -5.52 4.11 4.37  -0.1177
Cl -4.72 4.29 7.15  -0.1288
Cl -4.05 1.93 5.60  -0.1056
H -3.36 4.14 5.26  -0.4992
C 1.05 -7.38 2.25  0.0216
Cl -0.69 -7.62 2.26  -0.1157
Cl 1.89 -8.87 1.82  -0.1266
Cl 1.49 -6.08 1.12  -0.0604
H 1.36 -7.09 3.24  0.2783
C 6.69 -2.93 4.48  0.3976
Cl 5.42 -2.27 3.44  -0.0595
Cl 6.29 -2.68 6.18  -0.1242
Cl 6.93 -4.64 4.14  -0.1189
H 7.61 -2.40 4.27  -0.0937
C -8.61 -1.78 0.76  0.1679
Cl -9.91 -1.42 1.89  -0.1329
Cl -8.36 -3.52 0.63  -0.1122
Cl -8.93 -1.07 -0.82  -0.0778
H -7.70 -1.34 1.15  0.1511
C 5.34 -7.87 6.06  0.2781
Cl 4.20 -7.80 7.41  -0.1252
Cl 6.63 -9.03 6.38  -0.1180
Cl 4.50 -8.27 4.56  -0.0856
H 5.79 -6.89 5.95  0.0556
C -9.25 -6.54 2.82  0.5736
Cl -7.87 -6.38 3.92  -0.1405
Cl -9.40 -8.20 2.25  -0.1088
Cl -10.74 -6.01 3.60  -0.1095
H -9.07 -5.90 1.97  -0.2156
C 6.04 1.76 -6.74  -0.0761
Cl 5.61 0.83 -8.16  -0.1080
Cl 5.16 3.28 -6.68  -0.0404
Cl 5.73 0.83 -5.26  -0.1804
H 7.10 1.98 -6.79  0.3443
C -1.80 3.25 -8.68  0.9025
Cl -0.34 2.54 -9.36  -0.1175
Cl -2.42 4.53 -9.73  -0.1188
Cl -3.03 2.02 -8.42  -0.1301
H -1.56 3.70 -7.72  -0.5464
C -12.35 -8.09 -0.56  0.0038
Cl -12.84 -8.81 0.97  -0.1031
Cl -10.90 -7.09 -0.36  -0.0748
Cl -12.08 -9.33 -1.78  -0.1223
H -13.15 -7.45 -0.90  0.3024
C 2.56 5.53 -8.50  0.4607
Cl 2.38 6.60 -9.88  -0.1262
Cl 3.30 4.00 -8.99  -0.0912
Cl 3.53 6.30 -7.23  -0.1393
H 1.58 5.32 -8.09  -0.1058

- Molar mass: 2378.000 g/mol
- Kohn-Sham gap: 8.824 eV
- 2S+1: 1
- Total charge: +1
- Calculated total energy: -723132.3472 eV